1.
117
Properties=species:S:1:pos:R:3:lowdin_charge:R:1 method="wB97M-V/def2-TZVPD" s2=2.003 multiplicity=3 largest_force_ev_per_a=3.67 lumo_ev="-0.681 / -0.674" homo_energy_ev="-3.1 / -3.1" charge=0 gap_ha="0.08993 / 0.09033"
Pr -1.368 -0.167 1.148 0.740
O 0.810 0.280 2.103 -0.666
S 1.706 -0.016 3.331 1.065
C 1.150 1.038 4.734 -0.289
C 1.032 2.580 4.677 -0.213
C -0.116 3.093 3.795 -0.252
C -1.439 2.662 4.451 -0.315
S -2.638 2.691 3.106 1.058
O -2.597 1.315 2.383 -0.700
C -4.098 2.551 4.105 -0.409
C -4.655 1.290 4.249 -0.047
C -5.803 1.187 5.079 -0.072
C -6.477 2.278 5.551 -0.057
C -5.978 3.564 5.197 -0.062
C -4.840 3.692 4.450 -0.097
C 3.268 0.530 2.842 -0.426
C 4.300 -0.382 2.973 -0.087
C 5.597 -0.064 2.529 -0.057
C 5.825 1.198 1.961 -0.063
C 4.822 2.132 1.995 -0.068
C 3.539 1.759 2.293 -0.063
H 1.830 0.765 5.521 0.089
H 0.188 0.619 5.052 0.066
H 2.005 3.028 4.301 0.122
H 0.870 2.932 5.712 0.124
H -0.021 2.621 2.754 0.077
H -0.096 4.188 3.624 0.131
H -1.758 3.416 5.148 0.099
H -1.442 1.647 4.937 0.113
H -4.165 0.468 3.723 0.103
H -6.209 0.179 5.137 0.108
H -7.331 2.101 6.187 0.103
H -6.473 4.442 5.505 0.090
H -4.491 4.590 3.965 0.106
H 4.109 -1.372 3.474 0.128
H 6.395 -0.760 2.798 0.112
H 6.808 1.552 1.562 0.129
H 5.124 3.138 1.783 0.114
H 2.678 2.375 2.089 0.122
Se 1.013 -1.808 -1.328 0.926
Se -3.683 -2.136 1.163 0.771
C -2.362 -2.753 2.296 -0.762
C -2.444 -4.187 2.646 -0.110
C -1.983 -4.580 3.886 -0.092
C -1.553 -3.601 4.775 -0.090
C -1.338 -2.315 4.324 -0.149
N -1.609 -1.903 3.075 -0.095
C -0.759 -1.836 -1.933 -0.641
C -1.199 -2.780 -2.884 -0.076
C -2.488 -2.598 -3.436 -0.028
C -3.338 -1.703 -2.875 -0.064
C -2.878 -0.873 -1.913 -0.165
N -1.635 -0.983 -1.357 -0.076
H -2.813 -4.988 1.976 0.110
H -1.906 -5.672 4.031 0.118
H -1.254 -3.868 5.794 0.106
H -0.981 -1.536 5.035 0.115
H -0.510 -3.560 -3.170 0.077
H -2.754 -3.243 -4.239 0.108
H -4.421 -1.705 -3.045 0.135
H -3.617 -0.141 -1.576 0.126
F -5.826 1.556 0.537 -0.149
C -6.363 2.622 1.205 -0.399
F -7.523 2.105 1.735 -0.153
H -6.676 3.458 0.506 -0.003
Te -0.628 2.881 -0.627 0.733
C -2.576 3.226 -1.294 -0.702
C -3.490 4.233 -0.824 -0.149
C -4.757 4.469 -1.294 -0.093
C -5.174 3.646 -2.394 -0.095
C -4.354 2.654 -2.868 -0.116
C -3.078 2.486 -2.313 -0.243
H -3.060 4.674 0.091 0.079
H -5.289 5.379 -0.993 0.107
H -6.120 3.859 -2.938 0.106
H -4.648 1.937 -3.664 0.107
H -2.427 1.770 -2.825 0.074
C 1.434 0.839 -3.445 -0.144
C 2.841 0.193 -3.261 -0.596
C 3.658 0.642 -4.530 -0.093
C 3.563 1.013 -2.119 -0.083
Si 2.632 -1.650 -3.050 0.627
C 2.139 -2.703 -4.679 -0.572
C 0.877 -1.952 -5.178 -0.118
C 1.753 -4.134 -4.237 -0.114
C 3.140 -2.639 -5.844 -0.094
C 4.264 -2.380 -2.277 -0.583
C 4.406 -1.862 -0.760 -0.111
C 5.475 -1.820 -3.059 -0.087
C 4.197 -3.920 -2.206 -0.105
H 1.522 1.929 -3.218 0.071
H 0.652 0.556 -2.742 0.005
H 1.008 0.752 -4.471 0.083
H 3.784 1.728 -4.536 0.084
H 3.080 0.360 -5.431 0.065
H 4.634 0.110 -4.656 0.071
H 3.617 2.064 -2.479 0.091
H 4.569 0.603 -1.983 0.047
H 2.996 0.982 -1.176 0.081
H 0.208 -1.565 -4.388 0.046
H 0.249 -2.646 -5.772 0.094
H 1.249 -1.114 -5.822 0.087
H 1.695 -4.155 -3.149 0.030
H 2.412 -4.935 -4.718 0.110
H 0.730 -4.338 -4.568 0.060
H 3.653 -1.652 -5.964 0.070
H 2.648 -2.867 -6.811 0.093
H 3.933 -3.396 -5.734 0.073
H 4.648 -0.811 -0.716 0.036
H 5.234 -2.312 -0.182 0.083
H 3.508 -2.116 -0.168 0.037
H 5.536 -0.728 -3.049 0.054
H 5.564 -2.300 -4.031 0.077
H 6.371 -2.151 -2.494 0.092
H 3.392 -4.252 -1.523 0.083
H 5.189 -4.343 -1.895 0.098
H 3.982 -4.353 -3.188 0.050

2.
117
Properties=species:S:1:pos:R:3:lowdin_charge:R:1 method="wB97M-V/def2-TZVPD" s2=6.034 multiplicity=5 largest_force_ev_per_a=3.79 lumo_ev="1.616 / 1.638" homo_energy_ev="-3.1 / -3.4" e_above_lowest_kj_mol=21.2 charge=-1 gap_ha="0.17503 / 0.18547"
Fe 1.292 2.779 -0.436 0.753
N 4.014 1.652 1.890 0.087
C 2.860 2.474 2.014 -0.304
N 2.803 3.178 0.715 -0.028
C 3.970 3.001 0.076 -0.268
C 4.445 3.521 -1.131 -0.045
C 5.746 3.268 -1.503 -0.152
C 6.620 2.611 -0.654 -0.160
C 6.164 2.071 0.568 -0.060
C 4.804 2.171 0.915 -0.216
H 4.353 1.109 2.691 0.150
H 3.062 3.282 2.756 0.152
H 3.747 4.117 -1.736 0.095
H 6.006 3.524 -2.523 0.088
H 7.635 2.373 -0.982 0.080
H 6.898 1.568 1.250 0.096
C -2.640 -2.665 5.276 -0.144
C -3.441 -3.027 3.995 -0.570
C -4.270 -4.290 4.026 -0.135
P -2.266 -2.826 2.488 1.087
C -3.630 -2.928 1.077 -0.510
C -3.857 -4.258 0.319 -0.127
C -3.306 -1.703 0.141 -0.144
C -1.493 -4.570 2.391 -0.588
C -0.591 -4.891 3.602 -0.133
C -0.691 -4.613 1.083 -0.145
H -3.189 -1.951 5.915 0.069
H -1.673 -2.169 5.011 0.045
H -2.327 -3.537 5.873 0.061
H -4.131 -2.214 3.796 0.080
H -3.743 -5.181 4.426 0.078
H -4.696 -4.466 3.019 0.061
H -5.119 -4.203 4.721 0.074
H -4.518 -2.672 1.641 0.070
H -3.081 -4.522 -0.413 0.065
H -4.768 -4.163 -0.328 0.086
H -3.968 -5.097 0.996 0.045
H -2.352 -1.734 -0.421 0.074
H -3.272 -0.769 0.738 0.048
H -4.061 -1.594 -0.630 0.060
H -2.310 -5.333 2.338 0.090
H 0.127 -4.025 3.797 0.086
H 0.005 -5.784 3.334 0.076
H -1.163 -5.030 4.538 0.053
H 0.319 -4.295 1.322 0.059
H -1.112 -4.041 0.263 0.044
H -0.587 -5.672 0.724 0.094
C -2.282 -0.124 -7.715 -0.071
C -1.670 -0.949 -6.621 -0.248
C -2.475 -1.972 -6.062 -0.087
C -1.918 -2.839 -5.163 -0.128
C -0.670 -2.592 -4.617 -0.046
C 0.138 -1.555 -5.071 -0.192
N 1.329 -1.175 -4.433 0.076
C 1.775 -1.801 -3.231 -0.205
C 2.538 -2.984 -3.311 -0.019
C 2.994 -3.514 -2.102 -0.088
C 2.705 -2.941 -0.828 -0.078
C 1.999 -1.754 -0.843 -0.032
C 1.620 -1.138 -2.026 -0.079
C 1.004 0.226 -1.982 -0.538
O 0.196 0.608 -2.835 0.042
O 1.514 0.933 -1.009 -0.125
C -0.332 -0.775 -6.207 -0.146
C 0.519 0.341 -6.813 -0.049
H -3.365 -0.181 -7.525 0.070
H -2.061 -0.583 -8.699 0.092
H -2.026 0.943 -7.656 0.077
H -3.492 -2.091 -6.439 0.099
H -2.547 -3.666 -4.812 0.099
H -0.431 -3.233 -3.679 0.139
H 1.432 -0.170 -4.420 0.118
H 2.729 -3.415 -4.283 0.109
H 3.544 -4.477 -2.142 0.097
H 3.006 -3.374 0.110 0.088
H 1.831 -1.199 0.082 0.108
H 0.466 1.290 -6.251 0.093
H 0.214 0.558 -7.837 0.059
H 1.548 -0.082 -6.854 0.085
C 1.398 5.330 -3.712 -0.074
O 1.472 4.208 -2.759 -0.166
C 0.935 4.454 -1.527 -0.489
O 0.395 5.504 -1.209 -0.048
H 2.370 5.343 -4.269 0.084
H 1.342 6.262 -3.115 0.073
H 0.548 5.185 -4.382 0.074
C 1.962 -0.387 3.896 -0.038
C 1.655 1.089 3.730 -0.195
C 1.287 1.814 4.822 -0.040
C 0.671 3.092 4.694 -0.235
C 0.344 3.805 5.955 -0.060
C 0.176 3.472 3.422 0.035
C 0.404 2.736 2.215 -0.231
C 1.549 1.739 2.376 -0.143
N -0.125 2.863 1.034 0.056
C -1.578 3.151 0.803 -0.540
C -1.898 2.782 -0.643 -0.032
C -2.402 2.355 1.817 -0.049
C -1.993 4.665 0.995 -0.028
H 2.670 -0.561 4.721 0.081
H 2.219 -0.926 3.027 0.048
H 0.999 -0.905 4.271 0.102
H 1.568 1.498 5.819 0.111
H 1.067 3.476 6.710 0.073
H -0.662 3.569 6.324 0.090
H 0.446 4.891 5.990 0.081
H -0.515 4.316 3.389 0.101
H 1.409 0.886 1.688 0.142
H -1.090 2.116 -0.987 0.062
H -1.968 3.678 -1.254 0.078
H -2.858 2.292 -0.741 0.077
H -2.193 1.286 1.608 0.085
H -3.456 2.457 1.642 0.070
H -2.266 2.629 2.848 0.067
H -1.541 5.299 0.252 0.051
H -1.715 5.007 1.991 0.054
H -3.076 4.736 0.865 0.079